# 1
DFT (the ωB97M-V functional and the def2-TZVPD basis) results for C22H36AsIrN2O8PTe as an isolated structure.

Results
Energy, hartree: -4520.6153
E_HOMO (spin up / spin down), Ha: -0.355 / -0.419
Relative energy (zero: lowest compared OMol25 entry of this formula, charge and spin), kcal/mol: 19.4
Lowest unoccupied orbital energy (spin up / spin down), eV: -2.111 / -3.886
Multiplicity: 5
Gap between HOMO and LUMO (spin up / spin down), eV: 7.55 / 7.52
Net charge: +1

The geometry in XYZ format:
```
72
Properties=species:S:1:pos:R:3:forces:R:3
Ir 0.572 0.445 0.010 -0.1 0.1 -0.1
O 2.545 2.076 3.253 0.0 0.0 0.0
C 1.694 2.228 2.436 0.2 0.2 -0.1
O 1.553 2.457 1.229 0.0 -0.2 0.1
C -0.138 2.102 3.306 -0.2 -0.4 0.2
O -0.020 2.511 4.411 0.1 0.2 -0.1
O -0.878 1.567 2.504 0.1 0.1 -0.2
C -1.469 2.728 -2.448 0.0 0.0 0.0
Te -1.306 2.414 -0.336 0.2 0.0 0.0
C -3.162 1.371 -0.517 0.0 0.0 0.0
C -3.652 1.602 -1.925 0.0 0.0 0.0
C -4.909 1.140 -2.312 0.0 0.0 0.0
C -5.354 1.321 -3.609 0.0 0.0 0.0
C -4.544 1.967 -4.536 0.0 0.0 0.0
C -3.296 2.428 -4.158 0.0 0.0 0.0
C -2.842 2.250 -2.852 0.0 0.0 0.0
H -0.680 2.178 -2.964 0.0 0.0 0.0
H -1.338 3.791 -2.644 0.0 0.0 0.0
H -3.849 1.768 0.228 0.0 0.0 0.0
H -2.993 0.314 -0.309 0.0 0.0 0.0
H -5.541 0.639 -1.589 0.0 0.0 0.0
H -6.333 0.965 -3.898 0.0 0.0 0.0
H -4.890 2.116 -5.549 0.0 0.0 0.0
H -2.666 2.935 -4.877 0.0 0.0 0.0
N 0.336 -2.348 -3.380 0.0 0.0 0.0
C -0.801 -1.672 -3.750 0.0 0.0 0.0
C -1.030 -0.771 -2.758 -0.1 0.0 0.0
N -0.053 -0.888 -1.796 0.0 -0.1 0.0
C 0.752 -1.843 -2.202 0.1 0.0 0.0
H 0.784 -3.085 -3.896 0.0 0.0 0.0
H -1.336 -1.892 -4.655 0.0 0.0 0.0
H -1.837 -0.064 -2.677 0.0 0.0 0.0
H 1.643 -2.165 -1.691 0.0 0.0 0.0
C 4.660 1.307 -2.631 0.0 -0.1 0.0
As 3.568 1.690 -1.105 0.0 0.1 -0.1
C 2.967 3.497 -1.301 0.0 0.0 0.0
C 4.678 1.465 0.437 -0.1 -0.1 0.0
O 2.300 0.571 -1.203 -0.1 0.1 0.1
H 5.447 2.053 -2.726 0.0 0.0 0.0
H 4.033 1.311 -3.521 0.0 0.0 0.0
H 5.103 0.320 -2.506 0.0 0.0 0.0
H 3.833 4.158 -1.285 0.0 0.0 0.0
H 2.301 3.742 -0.479 0.0 0.0 0.0
H 2.460 3.585 -2.261 0.0 0.0 0.0
H 5.691 1.767 0.174 0.0 0.0 0.0
H 4.666 0.410 0.707 0.0 0.0 0.0
H 4.306 2.050 1.272 -0.1 0.1 0.1
C -2.690 -1.779 3.368 0.0 0.0 0.0
C -2.110 -1.430 2.019 0.0 0.0 0.0
O -0.824 -2.085 1.880 0.0 0.0 0.0
P 0.539 -1.345 1.528 0.1 0.1 0.1
O 1.208 -0.839 2.862 -0.1 -0.1 0.0
C 1.390 -1.655 4.053 0.0 0.0 0.0
C 1.141 -0.784 5.259 0.0 0.0 0.0
O 1.426 -2.606 1.111 0.0 0.1 -0.1
C 0.916 -3.899 0.708 0.0 0.0 0.0
C 0.850 -4.840 1.888 0.0 0.0 0.0
H -3.645 -1.270 3.499 0.0 0.0 0.0
H -2.022 -1.453 4.166 0.0 0.0 0.0
H -2.854 -2.851 3.462 0.0 0.0 0.0
H -1.983 -0.354 1.912 0.0 0.0 0.0
H -2.729 -1.807 1.203 0.0 0.0 0.0
H 2.414 -2.027 4.024 0.0 0.0 0.0
H 0.706 -2.505 4.011 0.0 0.0 0.0
H 1.786 0.093 5.234 0.0 0.0 0.0
H 1.348 -1.348 6.168 0.0 0.0 0.0
H 0.106 -0.443 5.290 0.0 0.0 0.0
H 1.620 -4.263 -0.041 0.0 0.0 0.0
H -0.061 -3.775 0.241 0.0 0.0 0.0
H 1.819 -4.902 2.381 0.0 0.0 0.0
H 0.575 -5.838 1.546 0.0 0.0 0.0
H 0.104 -4.506 2.609 0.0 0.0 0.0
```
Positions in Å, forces in eV/Å.

# 2
DFT (the ωB97M-V functional and the def2-TZVPD basis) results for a 2-piece molecular cluster, C12H15FN3O2 overall.

Results
Energy, hartree: -880.5040
E_HOMO, Ha: -0.473
Lowest unoccupied orbital energy, eV: -3.789
Multiplicity: 1
Gap between HOMO and LUMO, eV: 9.07
Net charge: +1

The geometry in XYZ format:
```
33
Properties=species:S:1:pos:R:3:forces:R:3
C -0.584 -2.082 -2.194 -0.1 0.2 -0.4
C 0.457 -0.943 -2.632 -0.6 -0.8 -0.7
C 1.945 -1.227 -2.185 0.3 0.7 -0.3
F 2.227 -2.609 -2.124 -0.4 1.5 0.3
C 2.364 -0.571 -0.824 -0.3 -0.6 -0.6
N 2.532 -1.272 0.362 0.6 4.0 -0.9
C 2.941 -0.314 1.336 0.2 3.2 -2.1
C 3.007 0.991 0.657 -0.2 -3.0 1.0
N 2.625 0.790 -0.705 0.3 -3.5 2.8
H -0.164 -2.814 -1.450 -0.5 0.9 -0.6
H -1.532 -1.602 -1.806 1.1 -0.7 -0.3
H -0.855 -2.686 -3.112 0.3 0.7 1.1
H 0.073 0.080 -2.336 0.8 -1.1 -0.1
H 0.459 -0.952 -3.769 0.2 0.2 1.4
H 2.631 -0.793 -2.976 -0.6 -0.5 1.0
H 2.417 -2.281 0.507 0.0 0.6 -0.4
H 3.200 -0.495 2.407 -0.4 -0.1 -1.3
H 3.312 1.977 1.080 -0.4 -1.1 -0.6
H 2.585 1.475 -1.465 0.0 -0.5 0.5
C -0.403 0.535 0.923 -0.1 0.0 0.0
C -1.242 1.231 0.060 0.0 -0.1 0.2
C -2.499 1.637 0.489 -0.1 0.1 -0.2
C -2.902 1.344 1.785 0.7 -0.2 -0.2
C -2.074 0.644 2.652 0.0 -0.1 0.2
C -0.819 0.239 2.216 0.0 0.1 -0.2
N -4.220 1.794 2.250 -0.7 0.2 0.2
O -4.926 2.389 1.456 0.4 -0.2 0.1
O -4.527 1.548 3.402 0.3 0.0 -0.4
H 0.582 0.223 0.588 -0.4 0.1 0.1
H -0.915 1.460 -0.948 -0.1 0.1 0.1
H -3.145 2.178 -0.192 -0.1 0.0 0.2
H -2.387 0.410 3.662 -0.2 0.1 -0.1
H -0.163 -0.306 2.885 -0.1 0.0 0.0
```
Positions in Å, forces in eV/Å.

# 3
DFT (the ωB97M-V functional and the def2-TZVPD basis) results for C25H23CuF4N3O3S as an isolated structure.

Results
Energy, hartree: -3794.6486
E_HOMO, Ha: -0.147
Relative energy (zero: lowest compared OMol25 entry of this formula, charge and spin), kcal/mol: 11.8
Lowest unoccupied orbital energy, eV: 2.723
Multiplicity: 1
Gap between HOMO and LUMO, eV: 6.72
Net charge: -1

The geometry in XYZ format:
```
60
Properties=species:S:1:pos:R:3:forces:R:3
Cu -0.551 0.130 0.424 -0.2 0.4 0.2
C 0.358 2.876 -0.554 -0.1 0.0 0.1
N -0.568 2.626 0.535 0.0 0.3 0.0
C -1.842 3.280 0.329 0.1 0.0 0.0
C -0.001 2.847 1.863 0.0 -0.2 0.1
C 0.121 1.528 2.642 0.1 0.2 -0.1
N 0.807 0.562 1.799 0.0 -0.1 -0.3
C 1.921 -0.072 2.130 0.2 0.0 0.1
C 2.642 -0.780 1.111 -0.2 0.1 0.0
F 2.246 -0.611 -0.176 -0.1 -0.1 -0.1
C 3.736 -1.564 1.351 0.1 0.0 0.2
F 4.332 -2.201 0.319 0.0 0.0 -0.1
C 4.274 -1.710 2.619 0.1 0.0 0.0
C 3.668 -0.968 3.615 0.1 0.0 -0.2
F 4.174 -1.035 4.864 0.0 0.0 0.1
C 2.577 -0.159 3.395 -0.1 0.0 0.0
F 2.120 0.540 4.468 -0.1 -0.1 0.0
H 0.629 3.943 -0.647 0.0 0.0 0.0
H 1.265 2.295 -0.390 0.0 0.0 0.0
H -0.100 2.544 -1.488 0.0 0.0 0.0
H -1.763 4.382 0.352 0.0 0.0 0.0
H -2.243 2.986 -0.642 0.0 0.0 0.0
H -2.544 2.964 1.102 0.0 0.0 0.0
H 0.994 3.298 1.773 0.0 0.0 0.0
H -0.626 3.541 2.438 0.0 0.1 -0.1
H 0.614 1.735 3.590 0.0 0.0 0.0
H -0.887 1.151 2.850 0.0 0.1 0.1
H 5.125 -2.343 2.815 0.0 0.0 0.0
O -2.600 0.832 -2.331 0.0 -0.1 -0.1
C -3.101 0.480 -1.276 0.1 0.1 -0.1
N -2.441 0.178 -0.121 0.4 -0.3 0.1
C -3.332 -0.001 0.906 0.0 -0.1 0.1
O -3.053 -0.189 2.076 -0.1 0.0 -0.1
C -4.724 0.092 0.339 -0.1 0.0 -0.2
C -5.963 -0.091 0.912 0.0 0.0 0.1
C -7.079 0.011 0.082 0.0 0.0 0.1
C -6.937 0.301 -1.270 0.0 0.0 -0.1
C -5.678 0.498 -1.835 0.1 0.0 -0.1
C -4.582 0.376 -1.009 -0.1 0.0 0.2
H -6.051 -0.316 1.967 0.0 0.0 0.0
H -8.070 -0.146 0.490 0.0 0.0 0.0
H -7.821 0.369 -1.894 0.0 0.0 0.0
H -5.552 0.721 -2.888 0.0 0.0 0.0
C 0.857 -3.977 -0.443 0.1 0.4 0.4
S -0.175 -2.641 0.295 0.0 -0.9 -0.8
O -0.853 -3.276 1.444 -0.1 0.0 0.3
C -1.333 -2.773 -1.094 0.0 0.2 0.0
C -2.608 -3.246 -0.845 0.0 0.0 0.2
C -3.493 -3.403 -1.902 0.0 0.0 -0.1
C -3.094 -3.095 -3.196 -0.1 0.0 0.0
C -1.820 -2.598 -3.431 0.0 0.1 0.0
C -0.939 -2.425 -2.377 0.0 0.1 0.0
H 0.221 -4.853 -0.555 0.0 0.0 0.0
H 1.675 -4.175 0.248 0.0 0.0 0.0
H 1.244 -3.637 -1.402 0.0 0.0 0.0
H -2.885 -3.476 0.178 0.0 0.0 0.0
H -4.496 -3.767 -1.720 0.0 0.0 0.0
H -3.785 -3.219 -4.021 0.0 0.0 0.0
H -1.520 -2.326 -4.434 0.0 0.0 0.0
H 0.050 -2.014 -2.549 0.0 0.0 0.0
```
Positions in Å, forces in eV/Å.

# 4
DFT (the ωB97M-V functional and the def2-TZVPD basis) results for C3H3N3 in the gas phase.

Results
Energy, hartree: -280.2552
E_HOMO, Ha: -0.376
Relative energy (zero: lowest compared OMol25 entry of this formula, charge and spin), kcal/mol: 78.8
Lowest unoccupied orbital energy, eV: -0.822
Multiplicity: 1
Gap between HOMO and LUMO, eV: 9.40
Net charge: 0
SMILES: C=N/N=C\C#N

The geometry in XYZ format:
```
9
Properties=species:S:1:pos:R:3:forces:R:3
C 1.964 -0.571 0.109 -2.2 -3.7 -2.3
N 0.659 -0.570 -0.112 4.3 -2.1 0.2
N 0.192 0.662 -0.061 -1.2 1.8 0.3
C -1.049 0.843 0.004 -3.8 3.0 -0.6
C -2.278 -0.079 0.122 0.3 -2.9 -1.0
N -3.053 -0.968 -0.011 2.4 3.4 0.7
H 2.498 -1.569 -0.300 -1.1 2.5 1.7
H 2.468 0.293 0.476 0.5 0.6 0.1
H -1.401 1.959 -0.227 0.8 -2.5 0.9
```
Positions in Å, forces in eV/Å.

Q: Look up the net charge of the third one.
A: -1

Q: What is the formula in the fourth record?
A: C3H3N3